1.
DFT (wB97M-V/def2-TZVPD) results for a cluster of 2 separate species, C4H10OS in total at a distorted geometry.

Each line ends with the Löwdin charge.
Cartesian coordinates (Å):
S  -2.7610  -0.2965  0.2923  0.679
O  1.7071  2.4957  -1.3463  0.005
C  -0.5815  -1.7516  -0.6236  -0.185
C  -1.3796  -1.4404  0.6243  -0.629
C  1.3128  1.2737  0.7024  -0.009
C  1.6973  1.4024  -0.5530  -0.303
H  -1.2477  -2.2165  -1.3406  0.064
H  1.0868  2.1130  1.3490  0.056
H  -0.1688  -0.8310  -1.0471  0.047
H  -1.8611  -2.3280  1.0582  0.060
H  -0.8092  -1.0186  1.4457  0.046
H  1.5492  3.2950  -0.8022  0.117
H  1.9393  0.5265  -1.1465  0.110
H  -2.1009  0.8279  0.5482  -0.174
H  0.2693  -2.3959  -0.3996  0.071
H  1.3481  0.3444  1.2388  0.044

Atomic forces in eV per Å
S -0.2018 -0.1859 0.0499
O 0.0836 0.9634 0.6631
C 0.2687 0.3360 0.3042
C -0.5289 -0.1111 0.4380
C 0.2318 0.6493 0.8968
C -0.4242 -0.9108 -0.6857
H 0.1253 -0.1265 -0.2894
H -0.1597 0.2652 -0.2162
H -0.2072 -0.1023 -0.0332
H 0.1746 0.0753 -0.3192
H 0.2809 0.0969 -0.0960
H 0.0442 -0.5638 -0.4205
H 0.1424 0.0367 0.0611
H 0.1716 0.2427 -0.0381
H -0.0835 -0.2384 -0.0281
H 0.0822 -0.4270 -0.2866

Its SMILES is C=CO.CCS. The gap between HOMO and LUMO is 9.7 eV. The lowest unoccupied orbital energy comes out at 0.775 eV. The HOMO energy is -9.0 eV. The energy is -17191.824 eV.

2.
DFT (wB97M-V/def2-TZVPD) results for the molecule C19H18N2O2S at a distorted geometry.

Each line ends with the Löwdin charge.
Cartesian coordinates (Å):
S  0.5823  -2.1592  -0.1205  0.992
O  -2.3411  -3.1980  -1.0573  0.056
O  -4.0921  -1.2487  0.7571  0.109
N  -2.4139  -0.9448  -0.7508  0.038
N  2.6328  0.2451  -0.4893  0.059
C  -1.0861  4.5291  -0.0454  -0.150
C  2.5800  -2.8774  1.8337  -0.087
C  -2.0081  -1.5790  1.8433  -0.016
C  2.9280  -0.7554  0.5015  -0.225
C  3.8360  -2.7256  2.5608  -0.084
C  -2.8938  -1.2556  0.6012  -0.402
C  1.2319  0.5198  -0.6621  -0.201
C  0.1409  -0.4440  -0.5556  -0.328
C  4.6471  -1.5492  2.2423  -0.085
C  -0.8766  3.8629  -1.4775  -0.147
C  2.1183  -1.9269  0.8169  -0.419
C  -0.4891  2.3646  -1.1833  -0.205
C  -2.1241  -2.0756  -3.1428  0.011
C  -1.5308  1.3428  -1.1032  0.033
C  -1.2571  -0.0702  -0.7907  -0.205
C  -2.2974  -2.1051  -1.5978  -0.445
C  -2.0980  3.9697  0.7568  -0.042
C  0.8878  1.9251  -0.9791  0.035
C  4.1979  -0.5893  1.2371  -0.025
H  1.7179  2.6759  -1.0565  0.116
H  -3.1894  4.1534  0.5431  0.067
H  -0.4392  5.3802  0.3042  0.097
H  -1.4965  -2.5569  1.6792  0.061
H  3.1673  1.0993  -0.3285  0.123
H  -1.3177  -0.7348  2.0903  0.087
H  -2.6250  -2.9912  -3.5641  0.096
H  -0.0527  4.4236  -1.9820  0.105
H  4.1260  -3.5102  3.2892  0.096
H  4.8781  0.2816  1.0506  0.105
H  -1.8442  3.8480  -2.0427  0.114
H  -2.7015  -1.7016  2.7218  0.093
H  -2.5343  -1.1693  -3.6488  0.084
H  -2.5866  1.6706  -1.2890  0.124
H  -1.8884  3.2883  1.6242  0.067
H  -1.0264  -2.2168  -3.3581  0.095
H  5.6245  -1.4329  2.7720  0.098
H  1.9133  -3.7622  1.9996  0.104

Atomic forces in eV per Å
S 0.5683 0.4132 0.0026
O -0.2745 0.7608 -0.5106
O 0.8134 -0.0335 -0.4467
N 1.9806 -0.2554 -0.2614
N -1.7739 -1.3971 1.0473
C -1.0771 -0.7294 -0.2268
C 0.3908 1.0309 -0.5464
C -0.3801 0.1572 -0.0352
C 2.1896 -0.9600 1.9196
C -1.1583 1.6497 -2.1517
C -1.3962 -0.3627 1.2882
C -2.1536 2.3519 -0.7412
C 0.5634 0.6605 0.0607
C -1.6751 -0.6970 -0.7791
C -0.5126 0.6607 1.1781
C 1.7311 1.2274 0.4884
C 0.8036 -2.1144 0.0768
C 0.2230 0.1665 0.1117
C 1.3079 -0.3539 0.1693
C 1.4808 3.3677 -0.6033
C -0.2145 -1.6180 0.3982
C 0.1731 0.5253 0.0113
C -1.3892 -1.0008 0.1359
C -0.6670 -1.6186 0.8214
H -0.8495 -0.8090 0.1004
H 1.0870 -1.7522 -1.0176
H 0.6605 -2.0949 0.1172
H -0.1241 1.0317 0.0709
H -0.2694 -0.4304 -0.1310
H -0.2068 -0.9006 -0.4067
H 0.3804 0.9509 0.7034
H -0.8031 -0.6448 0.0056
H -0.1113 0.8394 -0.6015
H -0.9097 -0.8270 -0.0140
H 0.8831 0.1344 0.1724
H 0.5236 0.2108 -1.0987
H 0.5297 -0.6109 0.5324
H 1.0737 -0.6017 0.2680
H -0.1439 2.2074 0.3947
H -1.0392 0.4231 0.1717
H -1.0238 0.1303 -0.6665
H 0.7892 0.9126 -0.0078

Its SMILES is C=CCc1cc2c(c(N(C(C)=O)C(C)=O)c1)Sc1ccccc1N2. The gap between HOMO and LUMO is 7.2 eV. The lowest unoccupied orbital energy comes out at -0.462 eV. The HOMO energy is -7.7 eV. The energy is -37899.801 eV.

3.
DFT (wB97M-V/def2-TZVPD) results for the molecule C22H24N2O3S.

Each line ends with the Löwdin charge.
Cartesian coordinates (Å):
S  1.7092  1.4237  -0.2662  0.683
O  -4.5929  -2.1583  3.3897  0.086
O  2.9227  0.7350  0.0758  -0.263
O  1.6271  2.8285  0.0079  -0.275
N  1.2775  1.2048  -1.8812  -0.229
N  -2.7276  -1.4360  2.4069  0.034
C  3.0111  -0.2977  -2.8068  -0.165
C  3.5185  -1.5761  -3.0025  -0.037
C  0.3399  0.5900  0.5229  -0.278
C  -0.5528  -2.3761  2.7451  -0.083
C  4.8141  -1.7627  -3.4438  -0.086
C  -4.0385  -1.2701  2.7743  -0.394
C  1.5858  -0.1286  -2.3469  -0.152
C  0.5614  -0.5407  1.2943  0.003
C  1.7815  2.2383  -2.7650  -0.188
C  3.3060  2.2050  -2.8265  -0.120
C  -0.5225  -1.1528  1.8797  -0.142
C  -4.7249  0.0244  2.4091  -0.218
C  -6.1347  0.1278  3.0191  -0.128
C  -5.3655  -0.0088  1.0006  -0.140
C  -1.8216  -0.6430  1.7166  -0.133
C  -6.7488  -0.1736  1.6449  -0.156
C  3.8147  0.8093  -3.0601  -0.174
C  -2.0305  0.4743  0.9172  0.020
C  5.1178  0.6102  -3.5021  -0.035
C  5.6177  -0.6628  -3.6950  -0.085
C  -0.9327  1.0860  0.3291  -0.042
C  -2.0521  -2.6411  2.9037  -0.100
H  5.7433  1.4705  -3.6931  0.113
H  -4.0603  0.8639  2.6166  0.138
H  -7.5116  0.5217  1.3023  0.101
H  6.6325  -0.7990  -4.0383  0.101
H  3.6717  2.8780  -3.6050  0.124
H  2.8862  -2.4295  -2.8014  0.114
H  -5.0388  -0.8240  0.3568  0.115
H  0.8998  -0.3648  -3.1720  0.140
H  -5.2614  0.9330  0.4640  0.106
H  1.5684  -0.9073  1.4166  0.125
H  -2.3574  -2.8138  3.9372  0.126
H  5.1980  -2.7616  -3.5886  0.100
H  -6.3371  -0.6092  3.7922  0.104
H  -0.0336  -3.2146  2.2826  0.121
H  -7.1317  -1.1883  1.5707  0.109
H  -2.3825  -3.5000  2.3115  0.133
H  1.4335  3.1925  -2.3680  0.115
H  -3.0126  0.8632  0.7238  0.088
H  1.3724  -0.8158  -1.5243  0.120
H  3.6927  2.5552  -1.8640  0.118
H  -0.0734  -2.1746  3.7053  0.124
H  1.3429  2.0731  -3.7537  0.135
H  -1.0547  1.9597  -0.2900  0.119
H  -6.3631  1.1232  3.3921  0.110

Atomic forces in eV per Å
S -0.6634 -0.2152 0.1515
O -0.1644 -0.1587 0.0421
O -0.1252 -0.2242 -0.0678
O -0.1720 0.1499 -0.2130
N 0.0735 0.1725 0.9452
N 0.0403 -0.3548 0.2457
C 0.1094 -0.0255 -0.1029
C -0.0278 0.0810 -0.0232
C 0.5412 0.1666 -0.2599
C 0.0234 0.0519 0.0479
C -0.0187 -0.1160 0.0039
C -0.0389 0.4034 -0.0881
C -0.0800 -0.4770 -0.0962
C -0.0261 0.0544 -0.0282
C 0.3159 0.6399 -0.0598
C -0.1610 0.0426 -0.0005
C -0.1715 0.1169 -0.0818
C 0.1482 0.0063 0.3328
C -0.0800 -0.0537 0.3001
C 0.0627 -0.0318 -0.3535
C 0.6003 0.3038 -0.2798
C -0.2963 0.0146 -0.0644
C 0.0572 -0.0490 -0.0784
C 0.0207 0.0564 -0.0255
C -0.0458 -0.0480 0.0070
C 0.0914 0.0316 -0.0242
C -0.0875 0.0394 0.0561
C -0.1079 -0.4810 0.2188
H 0.0716 0.0983 -0.0258
H 0.0236 -0.0312 -0.0509
H -0.0562 -0.0358 -0.0437
H 0.0830 -0.0104 -0.0285
H 0.0139 0.0074 0.0507
H -0.0619 -0.1207 0.0281
H 0.0618 0.0271 -0.0977
H 0.0299 0.0059 0.1683
H 0.0592 0.0146 -0.0209
H 0.1246 -0.1127 0.0514
H 0.0462 -0.0416 -0.1676
H 0.0313 -0.0830 -0.0090
H 0.0038 0.0633 0.0315
H -0.0099 -0.0130 0.0406
H -0.0308 -0.0384 -0.0075
H 0.0380 0.0334 0.1057
H 0.0230 0.0135 -0.2449
H -0.1334 0.0560 -0.0051
H -0.0276 -0.1626 -0.1823
H 0.0505 0.1205 -0.1001
H -0.0106 -0.0431 0.0083
H -0.0358 -0.0191 0.1039
H -0.1387 0.1108 -0.0974
H 0.0267 0.0646 -0.0114

Its SMILES is O=C(C1CCC1)N1CCc2cc(S(=O)(=O)N3CCc4ccccc4C3)ccc21. The gap between HOMO and LUMO is 9.1 eV. The lowest unoccupied orbital energy comes out at 0.504 eV. The HOMO energy is -8.6 eV. The energy is -43161.326 eV.

lowest unoccupied orbital energy of number 2 (C19H18N2O2S)? -0.462 eV

What is the formula in the first record? C4H10OS